No. 1
Here is a cluster of 3 separate species, C2H4BrO4S in total from the OMol25 dataset. Energies are from wB97M-V/def2-TZVPD.

The geometry in XYZ format:
```
12
C2H4BrO4S (wB97M-V/def2-TZVPD)
Br -0.242 -1.811 -0.281
S -2.259 0.438 0.535
O -1.861 0.598 -0.989
O -3.465 -0.760 0.425
O -3.057 1.609 0.828
O 2.539 1.007 1.893
C 2.846 0.590 0.856
C 3.132 0.130 -0.320
H 2.483 -0.575 -0.755
H -1.041 0.079 -1.141
H 4.143 0.085 -0.777
H -3.218 -1.388 -0.275
```

Calculated values
Spin multiplicity = 1
HOMO level = -4.810 eV
Kohn-Sham gap = 8.2 eV
ΔE to the lowest compared entry with this formula, charge and spin = 17.6 kcal/mol
LUMO level = 3.342 eV
Total charge = -1

No. 2
Here is a structure of composition C21H33F3NO13S2 from the OMol25 dataset. Energies are from wB97M-V/def2-TZVPD.

The geometry in XYZ format:
```
73
C21H33F3NO13S2 (wB97M-V/def2-TZVPD)
S 0.143 0.847 1.616
S 2.507 0.110 0.367
F -3.856 1.327 -0.258
F -3.995 3.449 0.103
F -4.412 2.054 1.698
O -1.028 -1.612 -1.526
O 3.836 5.699 0.964
O -0.005 -0.119 2.681
O 2.812 -0.668 -0.820
O -1.448 3.332 0.427
O 1.963 -6.861 0.427
O 6.039 5.860 0.598
O 0.394 -3.012 -0.512
O 0.509 2.191 2.063
O -4.793 -0.555 -4.202
O 1.627 -5.851 2.379
O 2.992 -0.395 1.633
O -6.354 -1.237 -5.649
N 0.942 0.378 0.342
C 4.617 7.841 0.424
C -2.126 2.299 1.095
C -1.486 0.947 0.834
C 1.251 -4.197 -2.352
C 3.227 7.970 1.040
C -6.133 0.262 -2.445
C -6.061 -0.844 -4.555
C -4.725 -0.196 -2.805
C 0.800 -6.014 3.541
C 4.965 6.380 0.662
C 3.284 1.720 0.096
C 1.356 -6.798 1.457
C -6.984 -0.598 -3.374
C 0.542 -2.938 -2.843
C 0.217 -7.672 1.951
C 2.687 6.553 0.875
C -3.596 2.297 0.648
C 1.501 -3.849 -0.888
C -0.401 -6.824 3.061
C -0.146 -2.422 -1.591
C 4.246 2.190 1.193
H 4.609 8.009 -0.655
H 3.789 1.608 -0.862
H 2.220 6.397 -0.100
H 1.246 -2.167 -3.163
H 2.469 2.429 -0.041
H -2.061 0.151 1.311
H 3.960 3.189 1.517
H 1.512 -4.711 -0.232
H 2.169 -4.436 -2.885
H -4.417 -1.079 -2.243
H -1.415 0.727 -0.226
H -0.459 -7.900 1.131
H -1.149 -6.153 2.637
H 5.373 8.481 0.871
H 4.212 1.525 2.054
H 1.989 6.251 1.652
H -6.352 0.139 -1.387
H -2.146 2.460 2.177
H 5.269 2.240 0.820
H 2.419 -3.274 -0.754
H -7.905 -0.130 -3.712
H -3.967 0.570 -2.686
H 2.593 8.719 0.570
H -7.226 -1.568 -2.934
H -0.869 -7.397 3.859
H -0.799 3.685 1.046
H 0.583 -5.058 -2.423
H -6.254 1.317 -2.696
H 0.646 -8.605 2.322
H 1.379 -6.546 4.299
H -0.190 -3.102 -3.630
H 3.313 8.211 2.100
H 0.550 -5.024 3.912
```

Calculated values
Spin multiplicity = 1
HOMO level = -5.847 eV
Kohn-Sham gap = 8.2 eV
LUMO level = 2.365 eV
Total charge = -1

No. 3
Here is a cluster of 4 separate species, C3H14NO4 in total from the OMol25 dataset. Energies are from wB97M-V/def2-TZVPD.

The geometry in XYZ format:
```
22
C3H14NO4 (wB97M-V/def2-TZVPD)
O -1.413 0.565 2.568
O 2.686 -0.541 1.378
O -0.085 2.225 -1.907
O -2.187 0.704 -0.655
N 0.295 0.414 0.184
C -0.407 -0.813 -0.239
C 0.394 -1.661 -1.188
C -1.701 -0.367 -0.885
H 0.187 -1.487 -2.242
H 0.321 1.172 -0.514
H -0.681 -1.399 0.635
H -2.148 -1.082 -1.593
H 0.147 2.913 -2.542
H -2.049 1.297 2.506
H 1.477 -1.501 -1.081
H -0.289 0.884 0.903
H -1.005 2.371 -1.649
H 3.546 -0.113 1.412
H -1.357 0.233 3.479
H 0.326 -2.734 -1.010
H 2.685 -1.320 1.945
H 1.257 0.240 0.493
```

Calculated values
Spin multiplicity = 1
HOMO level = -14.257 eV
Kohn-Sham gap = 11.3 eV
ΔE to the lowest compared entry with this formula, charge and spin = 4.6 kcal/mol
LUMO level = -2.960 eV
Total charge = +1

No. 4
Here is an isolated molecule of C5H8O2 from the OMol25 dataset. Energies are from wB97M-V/def2-TZVPD.

The geometry in XYZ format:
```
15
C5H8O2 (wB97M-V/def2-TZVPD)
O 0.162 1.761 0.683
O 1.348 -0.281 1.292
C 0.806 0.282 -1.366
C -0.205 0.738 -0.379
C -0.859 -0.459 0.350
C 0.225 -1.126 1.229
C 1.452 -0.101 -2.313
H -0.944 1.301 -0.928
H 0.889 2.363 0.440
H -0.168 -1.324 2.237
H -1.318 -1.159 -0.369
H 0.986 0.646 1.406
H -1.680 -0.064 0.956
H 2.050 -0.427 -3.144
H 0.542 -2.094 0.815
```

Calculated values
Spin multiplicity = 1
HOMO level = -9.529 eV
Structure (SMILES) = C#C[C@H](O)CCO
Kohn-Sham gap = 10.2 eV
ΔE to the lowest compared entry with this formula, charge and spin = 74.8 kcal/mol
LUMO level = 0.706 eV

no.,maximum force (Eh/bohr)
1,0.045
2,0.010
3,0.034
4,0.028